Here is a 3-piece molecular cluster, C26H52INO10PS overall in a non-equilibrium geometry from the Open Molecules 2025 dataset. Energies are from wB97M-V/def2-TZVPD.

```
! RIJCOSX wB97M-V def2-TZVPD def2/J DEFGRID3
* xyz 1 1
I 3.674 8.243 0.899
S -4.994 4.544 -2.789
P -2.285 2.630 0.818
O 2.616 -4.865 -0.577
O -3.019 3.846 1.696
O 1.792 -1.693 0.501
O -1.347 -5.610 0.963
O -0.943 -7.067 3.660
O 2.635 3.188 -1.871
O -3.153 2.219 -0.527
O 4.420 -3.158 1.263
O -2.099 1.438 1.724
O -3.240 -8.300 1.992
N -1.731 6.139 -2.056
C -5.027 5.717 -1.376
C 1.912 1.944 -1.847
C -1.745 5.119 -1.154
C -2.342 -6.789 3.648
C 2.145 4.089 -0.862
C -4.110 6.989 -1.536
C -2.921 6.874 -2.551
C 0.917 -0.851 1.212
C 3.410 -4.114 1.578
C -0.578 3.225 0.326
C -0.342 -7.286 2.386
C 2.100 6.496 -2.846
C 2.875 -5.712 -1.679
C 0.795 4.792 -1.267
C 3.119 -1.198 0.564
C -0.541 4.390 -0.719
C -1.326 -4.250 0.583
C 0.764 5.933 -2.224
C 3.343 -5.257 0.582
C 3.907 7.495 -1.156
C 4.121 -2.276 0.186
C -3.189 -8.022 3.385
C 2.528 7.726 -1.895
C -0.501 6.536 -2.575
C -0.138 -6.004 1.598
C -3.660 -9.624 1.731
H 2.281 -5.363 -2.523
H 3.808 -2.828 -0.702
H 4.202 6.425 -1.042
H -2.273 -4.020 0.095
H 0.216 -5.211 2.267
H -0.892 -8.032 1.811
H -0.507 -4.058 -0.118
H -2.272 4.289 2.153
H -2.571 -6.430 4.654
H -2.557 2.071 -1.288
H 3.699 -4.529 2.547
H -4.215 -7.840 3.729
H -4.718 5.191 -0.426
H -3.698 -9.761 0.650
H 1.186 -0.830 2.273
H 4.356 -5.570 0.308
H 2.813 -6.106 1.033
H 2.946 4.855 -0.715
H 2.066 3.500 0.090
H -0.485 7.386 -3.304
H -0.094 3.620 1.269
H -5.449 3.369 -2.254
H 0.818 2.174 -2.015
H 1.891 6.931 -3.858
H -2.769 -8.878 3.927
H 2.591 -6.744 -1.447
H 2.438 -3.635 1.710
H -2.943 -10.340 2.146
H -0.092 -1.250 1.120
H 3.933 -5.666 -1.957
H -2.568 7.930 -2.743
H -2.577 -5.978 2.956
H 3.342 -0.834 1.575
H 2.282 1.213 -2.608
H -4.657 -9.804 2.147
H 0.938 0.165 0.797
H -6.084 6.059 -1.204
H 1.981 1.536 -0.793
H 3.190 -0.364 -0.147
H 0.643 -7.708 2.602
H -4.768 7.825 -1.916
H -3.723 7.366 -0.545
H 0.608 -6.172 0.810
H 0.012 2.319 0.033
H 2.893 5.699 -2.871
H 2.537 8.695 -2.455
H -2.704 4.780 -0.708
H -1.226 -3.608 1.465
H 4.720 8.115 -1.601
H -3.214 6.495 -3.572
H 1.750 7.838 -1.086
H 5.069 -1.787 -0.056
*
```

As for the HOMO energy: -10.205 eV. The calculation puts the LUMO energy at -0.1687 hartree.